Arrangement a

# C4H12NO2

2 unconnected molecules or ions with the total composition C4H12NO2 (ωB97M-V with the def2-TZVPD basis set, the OMol25 dataset).

- charge = -1
- LUMO level (Ha) = 0.1337
- spin multiplicity = 1
- E_HOMO (eV) = -2.62
- gap between HOMO and LUMO (eV) = 6.26

```
19
C4H12NO2 ωB97M-V with the def2-TZVPD basis set
C -1.289 1.439 -1.615
C -0.451 1.247 -0.362
C 0.127 -0.160 -0.229
C -0.956 -1.131 0.404
O -1.558 -0.668 1.467
N 0.576 2.320 -0.359
H -2.099 2.178 -1.519
H -0.666 1.756 -2.439
H -1.848 0.538 -1.892
H -1.066 1.410 0.510
H 0.498 -0.516 -1.197
H 0.984 -0.022 0.455
H -1.575 -1.384 -0.501
H -0.379 -2.087 0.570
H 1.335 1.987 -0.935
H 0.942 2.436 0.575
H 2.070 -2.081 0.648
H 3.555 -2.069 0.260
O 2.890 -2.584 0.745
```

Computed natural (NBO) charges, given in elementary charges: -0.61, -0.08, -0.46, 0.02, -0.93, -0.85, 0.20, 0.18, 0.20, 0.23, 0.16, 0.16, 0.05, 0.05, 0.33, 0.35, 0.49, 0.46, -0.95

***

Arrangement b

# C4H12NO2

2 unconnected molecules or ions with the total composition C4H12NO2 (ωB97M-V with the def2-TZVPD basis set, the OMol25 dataset).

- charge = -1
- LUMO level (Ha) = 0.1590
- spin multiplicity = 1
- E_HOMO (eV) = -3.37
- gap between HOMO and LUMO (eV) = 7.70

```
19
C4H12NO2 ωB97M-V with the def2-TZVPD basis set
C -1.783 0.046 -0.648
O -1.119 0.952 -1.478
C -1.288 -1.408 -0.776
C -0.491 -1.891 0.430
H -1.695 0.357 0.406
H -2.850 0.096 -0.910
H -0.110 0.927 -1.224
H -2.134 -2.079 -0.955
H -0.657 -1.438 -1.660
H -1.114 -1.901 1.325
H -0.099 -2.894 0.268
H 0.345 -1.215 0.610
N 2.220 1.065 1.415
C 1.434 1.683 0.297
O 1.292 0.806 -0.712
H 2.919 0.493 0.947
H 2.715 1.782 1.942
H 0.464 1.997 0.738
H 1.953 2.623 -0.016
```

Computed natural (NBO) charges, given in elementary charges: -0.04, -0.80, -0.43, -0.62, 0.13, 0.14, 0.51, 0.17, 0.21, 0.18, 0.18, 0.25, -0.90, 0.14, -0.92, 0.35, 0.32, 0.09, 0.05

***

Arrangement c

# C4H12NO2

2 unconnected molecules or ions with the total composition C4H12NO2 (ωB97M-V with the def2-TZVPD basis set, the OMol25 dataset).

- charge = -1
- LUMO level (Ha) = 0.1114
- spin multiplicity = 1
- E_HOMO (eV) = -2.39
- gap between HOMO and LUMO (eV) = 5.42

```
19
C4H12NO2 ωB97M-V with the def2-TZVPD basis set
C -1.920 1.442 -1.122
C -0.701 0.652 -0.750
C 0.324 0.709 -1.870
C 1.705 0.159 -1.349
O 2.207 0.770 -0.261
N -1.091 -0.637 -0.143
H -1.821 2.519 -1.223
H -2.823 1.197 -0.538
H -2.313 1.068 -2.112
H -0.281 1.266 0.078
H 0.417 1.755 -2.196
H 0.019 0.106 -2.728
H 2.465 0.152 -2.181
H 1.443 -0.923 -1.201
H -0.311 -0.920 0.456
H -0.973 -1.352 -0.868
H 0.638 -3.182 6.032
H 1.613 -2.097 5.629
O 1.404 -2.685 6.347
```

Computed natural (NBO) charges, given in elementary charges: -0.60, -0.09, -0.44, 0.00, -0.96, -0.84, 0.20, 0.20, 0.17, 0.21, 0.18, 0.16, 0.08, 0.04, 0.36, 0.33, 0.47, 0.47, -0.94

***

Arrangement d

# C4H12NO2

2 unconnected molecules or ions with the total composition C4H12NO2 (ωB97M-V with the def2-TZVPD basis set, the OMol25 dataset).

- charge = -1
- LUMO level (Ha) = 0.1539
- spin multiplicity = 1
- E_HOMO (eV) = -2.60
- gap between HOMO and LUMO (eV) = 6.78

```
19
C4H12NO2 ωB97M-V with the def2-TZVPD basis set
C -1.835 1.029 -0.302
C -0.700 0.172 -0.602
C 0.743 0.670 -0.257
C 0.987 0.604 1.229
O -0.192 0.444 1.901
N -0.818 0.029 -2.232
H -1.559 1.849 0.446
H -2.662 0.489 0.272
H -2.201 1.528 -1.184
H -0.685 -0.828 -0.226
H 0.851 1.766 -0.464
H 1.610 0.267 -0.866
H 1.474 1.542 1.593
H 1.606 -0.278 1.427
H -0.072 -0.668 -2.463
H -0.470 0.897 -2.646
H 2.119 -1.942 0.670
H 0.587 -2.189 0.641
O 1.437 -2.630 0.351
```

Computed natural (NBO) charges, given in elementary charges: -0.63, -0.01, -0.45, -0.04, -0.97, -0.88, 0.24, 0.22, 0.19, 0.19, 0.17, 0.18, 0.10, 0.05, 0.33, 0.33, 0.47, 0.49, -0.97

***

Most favorable first, least favorable last: arrangement b, arrangement a, arrangement c, arrangement d

***

Arrangement a

# C4H13N2

2 unconnected molecules or ions with the total composition C4H13N2 (ωB97M-V with the def2-TZVPD basis set, the OMol25 dataset).

- charge = +1
- LUMO level (Ha) = -0.2052
- spin multiplicity = 1
- E_HOMO (eV) = -12.59
- gap between HOMO and LUMO (eV) = 7.01

```
19
C4H13N2 ωB97M-V with the def2-TZVPD basis set
C -0.376 -1.722 -0.798
C 0.347 -0.733 0.105
C -0.325 -0.574 1.468
N 0.232 -1.705 -2.128
H -1.420 -1.410 -0.899
H -0.392 -2.710 -0.323
H 0.383 0.193 -0.479
H 1.376 -1.075 0.244
H -0.365 -1.528 1.990
H -1.369 -0.247 1.370
H 0.181 0.124 2.139
H -0.280 -2.334 -2.741
H 1.148 -2.129 -2.063
C 0.728 2.831 0.215
N -0.455 2.462 0.493
H 1.454 2.077 -0.064
H 0.994 3.880 0.271
H -1.166 3.136 0.745
H -0.695 1.463 0.456
```

Computed natural (NBO) charges, given in elementary charges: -0.21, -0.41, -0.64, -0.83, 0.18, 0.18, 0.15, 0.22, 0.25, 0.19, 0.21, 0.37, 0.35, 0.16, -0.57, 0.24, 0.24, 0.45, 0.47

***

Arrangement b

# C4H13N2

A gas-phase ion, C4H13N2 (charge +1) (ωB97M-V with the def2-TZVPD basis set, the OMol25 dataset).

- charge = +1
- LUMO level (Ha) = -0.1396
- spin multiplicity = 1
- E_HOMO (eV) = -12.57
- gap between HOMO and LUMO (eV) = 8.77

```
19
C4H13N2 ωB97M-V with the def2-TZVPD basis set
C 1.308 0.815 -0.333
C 0.423 -0.269 -0.960
C -0.705 -1.007 -0.221
C -1.655 -0.172 0.673
N -2.285 0.779 -0.281
N 2.315 0.066 0.593
H 0.789 1.492 0.354
H 1.907 1.389 -1.020
H -0.044 0.202 -1.822
H 1.154 -1.031 -1.288
H -0.401 -1.792 0.463
H -1.318 -1.621 -0.869
H -2.367 -0.813 1.176
H -1.072 0.320 1.445
H -2.637 1.576 0.291
H -3.048 0.456 -0.899
H 1.925 -0.721 1.150
H 3.171 -0.230 0.095
H 2.540 0.562 1.453
```

Computed natural (NBO) charges, given in elementary charges: -0.19, -0.44, -0.42, -0.21, -0.88, -0.70, 0.23, 0.24, 0.26, 0.21, 0.20, 0.24, 0.20, 0.17, 0.37, 0.39, 0.44, 0.45, 0.44

***

Arrangement c

# C4H13N2

A gas-phase ion, C4H13N2 (charge +1) (ωB97M-V with the def2-TZVPD basis set, the OMol25 dataset).

- charge = +1
- LUMO level (Ha) = -0.1232
- spin multiplicity = 1
- E_HOMO (eV) = -14.66
- gap between HOMO and LUMO (eV) = 11.31

```
19
C4H13N2 ωB97M-V with the def2-TZVPD basis set
C 1.376 -0.537 -1.517
C -0.008 -1.115 1.253
C -0.066 -0.144 -1.081
C -0.133 0.192 0.411
N 0.719 1.167 0.796
N -1.746 0.814 0.548
H 1.896 0.312 -1.828
H 1.290 -1.261 -2.351
H 2.101 -1.035 -0.899
H -0.868 -1.120 1.930
H 1.002 -1.083 1.802
H 0.009 -2.014 0.590
H -0.565 0.626 -1.773
H -0.628 -0.987 -1.202
H 0.615 2.034 0.265
H 1.021 1.412 1.704
H -1.825 1.786 0.924
H -1.959 0.947 -0.445
H -2.231 0.006 0.875
```

Computed natural (NBO) charges, given in elementary charges: -0.62, -0.66, -0.44, 0.38, -0.82, -0.80, 0.23, 0.23, 0.24, 0.22, 0.26, 0.25, 0.21, 0.22, 0.38, 0.41, 0.45, 0.42, 0.44

***

Most favorable first, least favorable last: arrangement b, arrangement c, arrangement a

***

Arrangement a

# C6H15NO

2 unconnected molecules or ions with the total composition C6H15NO (ωB97M-V with the def2-TZVPD basis set, the OMol25 dataset).

- LUMO level (Ha) = 0.0366
- spin multiplicity = 1
- E_HOMO (eV) = -7.80
- gap between HOMO and LUMO (eV) = 8.79

```
23
C6H15NO ωB97M-V with the def2-TZVPD basis set
C -0.061 0.929 -1.694
C 0.520 -0.496 -1.858
C 0.784 -1.156 -0.524
C 1.729 -0.784 0.338
N 2.573 0.334 0.143
C -0.093 -2.350 -0.199
C -1.492 -2.035 0.353
H 0.411 1.454 -0.868
H 0.016 1.491 -2.614
H -1.111 0.866 -1.416
H -0.178 -1.075 -2.461
H 1.483 -0.370 -2.365
H 1.820 -1.267 1.292
H 3.468 0.323 0.586
H 2.624 0.544 -0.842
H -0.154 -2.959 -1.088
H 0.466 -2.969 0.491
H -2.226 -2.694 -0.078
H -1.679 -0.960 0.327
H -1.476 -2.128 1.439
H -1.759 5.365 3.561
H -2.989 4.759 4.145
O -2.678 5.178 3.331
```

Computed natural (NBO) charges, given in elementary charges: -0.60, -0.44, -0.07, -0.02, -0.83, -0.41, -0.62, 0.21, 0.20, 0.20, 0.21, 0.19, 0.19, 0.38, 0.37, 0.20, 0.20, 0.21, 0.21, 0.21, 0.46, 0.46, -0.93

***

Arrangement b

# C6H15NO

C6H15NO in the gas phase (ωB97M-V with the def2-TZVPD basis set, the OMol25 dataset).

- LUMO level (Ha) = 0.0398
- spin multiplicity = 1
- E_HOMO (eV) = -8.87
- gap between HOMO and LUMO (eV) = 9.96

```
23
C6H15NO ωB97M-V with the def2-TZVPD basis set
C 1.032 0.137 -0.099
N 1.571 0.958 0.974
C 2.593 0.330 1.753
O 2.942 1.143 2.863
C -0.213 0.804 -0.685
C -1.531 0.340 -0.099
C -1.907 -1.102 -0.480
C -2.202 -1.297 -1.972
H 1.788 0.033 -0.870
H 0.809 -0.871 0.261
H 0.833 1.343 1.547
H 3.443 0.146 1.100
H 2.298 -0.614 2.230
H 3.460 1.924 2.585
H -0.259 0.642 -1.773
H -0.056 1.877 -0.632
H -1.528 0.341 0.999
H -2.353 1.000 -0.377
H -2.779 -1.390 0.075
H -1.080 -1.739 -0.189
H -1.579 -2.040 -2.460
H -2.043 -0.388 -2.565
H -3.238 -1.575 -2.186
```

Computed natural (NBO) charges, given in elementary charges: -0.22, -0.65, 0.11, -0.72, -0.42, -0.39, -0.40, -0.62, 0.19, 0.16, 0.36, 0.15, 0.14, 0.47, 0.21, 0.22, 0.20, 0.20, 0.21, 0.20, 0.21, 0.20, 0.21

***

Most favorable first, least favorable last: arrangement b, arrangement a

***

Arrangement a

# C6H15NO

2 unconnected molecules or ions with the total composition C6H15NO (ωB97M-V with the def2-TZVPD basis set, the OMol25 dataset).

- LUMO level (Ha) = 0.0339
- spin multiplicity = 1
- E_HOMO (eV) = -8.35
- gap between HOMO and LUMO (eV) = 9.28

```
23
C6H15NO ωB97M-V with the def2-TZVPD basis set
C -0.376 -0.610 -0.801
N 0.947 -0.224 -0.232
C 0.941 -0.097 1.211
C 0.689 -1.365 1.992
C 1.456 0.990 -0.898
C 0.506 1.369 -2.020
C -0.688 0.381 -1.920
H -0.290 -1.579 -1.276
H -1.101 -0.552 -0.001
H 0.332 0.763 1.571
H 1.953 0.214 1.483
H -0.247 -1.887 1.821
H 0.816 -1.170 3.061
H 1.471 -2.095 1.740
H 2.455 0.730 -1.276
H 1.619 1.799 -0.180
H 0.968 1.307 -3.006
H 0.108 2.377 -1.945
H -0.889 -0.023 -2.913
H -1.607 0.926 -1.743
H -1.917 -0.067 1.850
H -2.949 -1.187 1.711
O -2.861 -0.246 1.898
```

Computed natural (NBO) charges, given in elementary charges: -0.23, -0.44, -0.22, -0.62, -0.22, -0.42, -0.42, 0.20, 0.18, 0.15, 0.20, 0.20, 0.22, 0.22, 0.19, 0.18, 0.21, 0.21, 0.21, 0.21, 0.47, 0.47, -0.93

***

Arrangement b

# C6H15NO

A molecular structure, C6H15NO (ωB97M-V with the def2-TZVPD basis set, the OMol25 dataset).

- LUMO level (Ha) = 0.0311
- spin multiplicity = 1
- E_HOMO (eV) = -7.74
- gap between HOMO and LUMO (eV) = 8.58

```
23
C6H15NO ωB97M-V with the def2-TZVPD basis set
C -0.133 -0.744 0.158
C -0.646 1.089 0.686
C 2.041 0.042 -0.468
C 0.960 -2.192 -1.573
C -0.950 1.966 -0.498
C -1.822 0.862 1.602
N 0.720 -0.445 -0.834
O 0.365 -1.383 1.282
H -0.370 -1.697 1.818
H -1.086 -1.152 -0.190
H 0.240 1.408 1.233
H 1.983 1.111 -0.262
H 2.480 -0.477 0.388
H 2.694 -0.084 -1.331
H 0.001 -2.685 -1.702
H 1.419 -1.920 -2.516
H 1.622 -2.737 -0.902
H -2.227 1.815 1.962
H -1.758 1.540 -1.097
H -1.274 2.964 -0.177
H -0.077 2.091 -1.135
H -1.549 0.274 2.478
H -2.635 0.352 1.077
```

Computed natural (NBO) charges, given in elementary charges: 0.30, -0.22, -0.43, -0.44, -0.63, -0.63, -0.43, -0.74, 0.48, 0.16, 0.19, 0.20, 0.19, 0.20, 0.19, 0.20, 0.20, 0.20, 0.20, 0.20, 0.22, 0.20, 0.19

***

Most favorable first, least favorable last: arrangement a, arrangement b

***

Arrangement a

# C5H9NS2

C5H9NS2 in the gas phase (ωB97M-V with the def2-TZVPD basis set, the OMol25 dataset).

- LUMO level (Ha) = -0.0019
- spin multiplicity = 1
- E_HOMO (eV) = -8.55
- gap between HOMO and LUMO (eV) = 8.49

```
17
C5H9NS2 ωB97M-V with the def2-TZVPD basis set
C -1.219 1.658 0.525
C -0.537 0.873 -0.625
C 0.424 1.453 -1.393
C -0.590 -1.842 -0.098
C 0.477 -1.392 0.857
H -1.107 1.009 1.387
H -0.689 2.563 0.786
H -2.245 1.754 0.202
H 0.751 2.479 -1.245
H 0.750 0.954 -2.272
H 0.508 -2.116 1.650
H 0.168 -0.431 1.227
H 2.472 -1.200 0.854
H 1.583 -0.495 -0.518
N 1.710 -1.367 0.139
S -1.259 -0.588 -1.164
S -1.198 -3.310 -0.313
```

Computed natural (NBO) charges, given in elementary charges: -0.64, -0.21, -0.37, -0.27, -0.31, 0.21, 0.22, 0.23, 0.21, 0.21, 0.22, 0.18, 0.37, 0.37, -0.82, 0.35, 0.07

***

Arrangement b

# C5H9NS2

A molecular structure, C5H9NS2 (ωB97M-V with the def2-TZVPD basis set, the OMol25 dataset).

- LUMO level (Ha) = 0.0281
- spin multiplicity = 1
- E_HOMO (eV) = -7.29
- gap between HOMO and LUMO (eV) = 8.06

```
17
C5H9NS2 ωB97M-V with the def2-TZVPD basis set
C -0.078 -1.188 0.753
C -1.344 1.352 -1.416
C -0.157 1.691 -0.565
C 0.397 -0.654 -1.378
C 1.226 -1.150 1.504
N -1.281 -1.328 0.767
S -1.037 -0.280 -2.248
S 1.321 0.870 -1.255
H -2.314 1.216 -0.740
H -1.531 2.224 -2.156
H -0.239 2.819 -0.615
H -0.100 1.295 0.506
H 1.220 -1.279 -1.839
H 1.981 -0.690 0.883
H 1.439 -2.220 1.763
H 1.020 -0.570 2.491
H -1.816 -1.583 1.546
```

Computed natural (NBO) charges, given in elementary charges: 0.44, -0.55, -0.57, -0.69, -0.74, -0.66, 0.27, 0.19, 0.24, 0.23, 0.25, 0.22, 0.25, 0.26, 0.25, 0.23, 0.36

***

Most favorable first, least favorable last: arrangement a, arrangement b